[1]
Here is one molecule with the formula C6H15NS in a non-equilibrium geometry from the OMol25 dataset. Energies are from wB97M-V/def2-TZVPD.

For the LUMO energy, the calculation gives 0.0351 Eh. Its frontier orbital gap is 9.867 eV. The value obtained for the highest occupied orbital energy is -8.91 eV. As for the total charge: 0. The calculation puts the energy above the lowest of the compared OMol25 structures with the same formula, charge and spin at 64.9 kJ/mol. As for the SMILES: CCN(C)CCCS.

Atoms and positions in Å:
C1 0.4296 3.1002 0.6641
C2 0.4057 1.8775 -0.2424
N1 0.2673 0.5893 0.4178
C3 1.5045 0.2705 1.1457
C4 0.0555 -0.4075 -0.6342
C5 -0.1678 -1.8294 -0.1336
C6 -1.6181 -2.2763 -0.2928
S1 -1.8947 -2.7868 -2.0227
H1 -0.5216 3.2272 1.1848
H2 1.0863 2.8952 1.5162
H3 0.8050 3.9663 0.1359
H4 1.2022 1.9233 -1.0092
H5 -0.4625 1.9801 -0.9166
H6 1.7447 1.0888 1.8171
H7 1.3436 -0.6295 1.7447
H8 2.3506 0.0021 0.4896
H9 0.8814 -0.3906 -1.3628
H10 -0.7957 -0.0856 -1.2394
H11 0.4439 -2.5485 -0.6866
H12 0.0990 -1.9545 0.9132
H13 -1.8731 -3.1071 0.3556
H14 -2.2712 -1.4371 -0.0393
H15 -3.0147 -3.4675 -1.8052

Force components x, y, z for each atom (eV/Å):
C 0.3541 -1.1763 1.0439
C -1.1188 0.7366 -1.1762
N 0.9241 -0.1333 -0.3220
C -0.4820 -0.6450 0.1255
C 0.0563 0.0513 -0.2751
C -0.3078 -0.5640 -0.0823
C -0.1950 0.3274 0.0195
S 0.1628 0.1324 0.0033
H -0.2039 0.3701 -0.5651
H 0.3545 0.2931 -0.2586
H -0.2741 0.2969 0.0202
H 0.5438 -0.2671 0.5646
H -0.0849 -0.0369 0.3824
H 0.2347 -0.1037 -0.0266
H -0.0231 0.2388 0.1628
H -0.0416 0.4918 -0.1168
H 0.3115 0.0101 0.1866
H -0.2117 -0.0460 0.1917
H 0.1535 0.1595 0.0625
H 0.0564 0.2261 0.0640
H 0.1182 -0.1473 0.0522
H -0.0510 -0.1239 -0.0404
H -0.2759 -0.0905 -0.0160



[2]
Here is one molecule with the formula C6H15NS in a non-equilibrium geometry from the OMol25 dataset. Energies are from wB97M-V/def2-TZVPD.

For the LUMO energy, the calculation gives 0.0379 Eh. Its frontier orbital gap is 9.424 eV. The value obtained for the highest occupied orbital energy is -8.39 eV. As for the total charge: 0. The calculation puts the energy above the lowest of the compared OMol25 structures with the same formula, charge and spin at 75.2 kJ/mol. As for the SMILES: CCNCCCCS.

Atoms and positions in Å:
C1 -3.2490 0.6280 -0.6858
C2 -2.1229 1.0208 0.2929
N1 -0.8305 1.1939 -0.3682
C3 -0.2561 0.0980 -1.0979
C4 1.1641 -0.2444 -0.6597
C5 1.2400 -0.3987 0.8351
C6 2.6685 -0.7654 1.3678
S1 3.0532 -2.4930 0.7733
H1 -3.5565 1.4894 -1.2834
H2 -4.1784 0.4228 -0.1525
H3 -2.8707 -0.1220 -1.3749
H4 -2.4072 1.9533 0.7721
H5 -2.0168 0.1559 0.9522
H6 -0.7337 2.1355 -0.7395
H7 -0.3923 0.1876 -2.1892
H8 -0.8568 -0.8177 -0.9803
H9 1.8146 0.5991 -0.9455
H10 1.5537 -1.0774 -1.2444
H11 0.5305 -1.0956 1.2883
H12 1.0637 0.5261 1.3728
H13 3.3509 -0.1482 0.7967
H14 2.6264 -0.8167 2.4459
H15 4.4055 -2.4313 0.8240

Force components x, y, z for each atom (eV/Å):
C -0.0492 1.3134 0.0700
C -0.0420 -0.9349 -1.4403
N -0.3873 1.0037 0.7620
C -0.6577 -0.8578 -0.7671
C -0.0215 1.1223 -0.6173
C 1.4473 -0.5336 1.4671
C -1.3929 -1.5329 -1.8731
S 0.2869 0.2607 0.2024
H 0.3739 0.1525 -0.2564
H 0.1595 -0.8401 0.0005
H -0.5414 -0.4063 0.1503
H 0.2162 -0.1580 0.5282
H -0.0169 0.4279 0.6090
H 0.1556 -0.6322 -0.2815
H 0.6666 0.4386 0.0510
H -0.0893 0.2179 0.6888
H -0.0502 -0.0711 0.1364
H -0.1449 -0.3234 0.3102
H -0.1710 -0.2340 -0.4267
H -0.4346 0.4662 -0.3849
H 0.4558 0.4550 0.8939
H 0.6425 0.6259 0.1219
H -0.4055 0.0401 0.0556



[3]
Here is one molecule with the formula C6H15NS in a non-equilibrium geometry from the OMol25 dataset. Energies are from wB97M-V/def2-TZVPD.

For the LUMO energy, the calculation gives 0.0353 Eh. Its frontier orbital gap is 9.583 eV. The value obtained for the highest occupied orbital energy is -8.62 eV. As for the total charge: 0. The calculation puts the energy above the lowest of the compared OMol25 structures with the same formula, charge and spin at 235.9 kJ/mol. As for the SMILES: CCCN[C@H](C)CS.

Atoms and positions in Å:
C1 1.3465 -0.8941 3.2215
C2 1.3076 -0.9374 1.6178
C3 0.5487 0.3366 1.1502
N1 -0.5398 -0.1175 0.1996
C4 -0.4046 0.1607 -1.3089
C5 -0.4535 1.6737 -1.5765
C6 -1.4804 -0.5936 -1.9871
S1 -1.3314 -0.4707 -3.9186
H1 0.5554 -0.3230 3.6464
H2 1.3507 -1.9310 3.6303
H3 2.4073 -0.4065 3.5665
H4 2.2520 -1.0638 1.0560
H5 0.8111 -1.8652 1.5629
H6 1.1633 1.0560 0.8124
H7 0.1381 0.7144 2.0697
H8 -1.4541 0.1151 0.5940
H9 0.6264 -0.2938 -1.6909
H10 -1.5455 1.8345 -1.8751
H11 -0.0712 2.2335 -0.5853
H12 0.1487 2.0141 -2.4170
H13 -1.3375 -1.6980 -1.8886
H14 -2.3996 -0.2850 -1.8411
H15 -1.6382 0.7411 -4.0382

Force components x, y, z for each atom (eV/Å):
C 4.8842 -0.1169 -0.5134
C 0.5628 1.2753 2.0371
C -2.8742 -4.7426 0.2273
N 0.5609 0.5569 -0.6130
C 2.6731 -0.1279 1.8671
C -0.5898 0.5505 1.3558
C 4.4774 -2.8352 -3.4977
S 0.7240 -2.7544 1.5053
H -0.6419 0.3411 0.2160
H -0.0451 0.8112 -0.1940
H -2.6203 -0.9999 -0.4675
H -0.0758 0.1313 0.8564
H -1.3042 -0.6677 -1.3912
H 2.2493 2.4356 -1.7167
H -0.8070 0.4671 -0.0172
H 0.3543 0.1554 -0.6854
H -1.9759 0.9015 1.1095
H 1.3442 0.6779 0.8784
H -1.2725 -0.9793 -2.4369
H 0.0913 -0.1267 -0.0023
H -0.4185 0.9828 0.3474
H -4.6083 1.3690 1.3162
H -0.6879 2.6952 -0.1810



[4]
Here is a 2-piece molecular cluster, C6H16 overall from the OMol25 dataset. Energies are from wB97M-V/def2-TZVPD.

Its expectation value of S² is 0.750. For the LUMO energy (alpha / beta), the calculation gives 0.1500 / 0.1513 Eh. Its frontier orbital gap (alpha / beta) is 2.577 / 11.970 eV. The spin multiplicity is 2. The value obtained for the highest occupied orbital energy (alpha / beta) is 1.50 / -7.85 eV. As for the total charge: -1. The calculation puts the energy above the lowest of the compared OMol25 structures with the same formula, charge and spin at 0.0 kJ/mol.

Atoms and positions in Å:
C1 0.5753 -0.8137 -3.0207
C2 -0.8186 -0.5676 -3.6111
H1 0.5125 -1.4536 -2.1399
H2 1.2338 -1.2733 -3.7568
H3 1.0509 0.1075 -2.6847
H4 -1.1398 -1.4204 -4.2113
H5 -0.8417 0.3608 -4.1792
H6 -1.5540 -0.4822 -2.8046
C3 -0.2495 0.5867 1.7090
C4 0.6474 1.2722 2.7274
C5 0.4549 0.4146 0.3592
C6 -0.6853 -0.7761 2.2348
H7 -1.1298 1.2073 1.5442
H8 0.0607 1.5758 3.6046
H9 0.1878 1.1739 -0.3864
H10 1.5483 0.4994 0.4125
H11 0.2989 -0.5597 -0.1005
H12 -1.5296 -1.2066 1.6899
H13 0.1227 -1.5110 2.1680
H14 -0.9766 -0.7507 3.2929
H15 1.0747 2.2034 2.3408
H16 1.4394 0.6286 3.1064

Force components x, y, z for each atom (eV/Å):
C -0.1603 0.0584 -0.0770
C 0.1231 -0.0672 0.5743
H 0.0955 -0.2063 -0.1112
H 0.0986 -0.0861 0.0158
H -0.0717 0.0950 0.0435
H 0.0110 0.1108 -0.2161
H -0.1118 -0.0826 -0.2682
H 0.0465 0.1410 -0.0229
C 0.4725 -0.5205 -0.2696
C -0.4066 0.6919 0.4409
C 0.5774 0.2660 -0.5119
C -0.1826 -0.3999 0.4056
H -0.1111 0.0481 0.1063
H -0.0327 -0.1095 0.0320
H -0.2524 -0.0667 0.0912
H -0.0805 -0.0364 0.3656
H -0.3565 -0.0117 0.0214
H 0.0125 0.1320 -0.1761
H 0.0764 0.1437 -0.0589
H -0.0336 0.1823 -0.0194
H 0.1450 -0.1656 -0.1183
H 0.1413 -0.1166 -0.2473